Density functional theory data (wB97M-V/def2-TZVPD) for an isolated ion of composition C6H11N4OS and charge +1 at a distorted geometry.

CARTESIAN COORDINATES (ANGSTROEM)
C 1.953 -0.766 -1.159
C -0.096 1.568 0.303
C 2.177 0.824 0.766
C 0.178 -0.838 0.585
C 1.105 -2.846 -0.351
C -2.670 2.331 -0.395
N 2.521 0.252 -0.474
N 1.138 1.746 0.753
N 0.929 -1.403 -0.378
N -0.548 0.287 0.253
O 2.393 -1.194 -2.160
S -0.971 2.988 -0.106
H 2.995 0.789 1.575
H -0.286 -1.595 1.381
H 2.134 -3.001 -0.371
H 0.619 -3.324 0.626
H 0.624 -3.224 -1.172
H -3.315 2.134 0.454
H -2.459 1.487 -1.066
H -3.123 3.054 -0.958
H 3.355 0.565 -1.004
H 1.388 2.613 1.132
H -1.566 0.291 0.238

Computed properties:
* HOMO (alpha / beta): -0.42390 / -0.42740 Ha
* HOMO-LUMO gap (alpha / beta): 7.6 / 7.7 eV
* ΔE to the lowest compared entry with this formula, charge and spin: 45.2 kJ/mol
* LUMO (alpha / beta): -0.146 / -0.143 Ha
* charge: +1
* total energy: -927.34038 hartree

=====

Density functional theory data (wB97M-V/def2-TZVPD) for C6H11NO as an isolated structure at a distorted geometry.

CARTESIAN COORDINATES (ANGSTROEM)
C -1.024 -1.904 -0.832
C -0.708 -0.338 -0.991
C -1.921 0.318 -0.277
C 0.975 1.514 -0.539
C 1.411 1.354 1.112
C 0.849 -0.154 0.781
H -2.033 -1.944 -1.423
H -0.319 -2.617 -1.343
H -1.214 -2.118 0.171
H -0.581 -0.001 -1.988
H -2.902 0.472 -0.983
H -1.590 1.478 -0.188
H -2.396 -0.058 0.718
H 1.841 1.696 -1.114
H 0.131 2.226 -0.617
H 0.633 2.119 1.692
H 2.664 1.752 1.624
N 0.502 0.155 -0.481
O 0.595 -1.103 1.411

Computed properties:
* HOMO: -0.34291 Ha
* HOMO-LUMO gap: 10.3 eV
* ΔE to the lowest compared entry with this formula, charge and spin: 410.4 kJ/mol
* LUMO: 0.034 Ha
* total energy: -365.07514 hartree